Record 1
Here is a molecular structure, C25H36F3NO6S3Si from OMol25. Energies are from wB97M-V/def2-TZVPD.

Cartesian coordinates (Å):
S 3.192 1.084 -3.289
S 2.208 3.562 -4.156
S -0.209 1.216 -1.325
Si -3.989 -2.247 0.182
F 1.311 3.257 -0.387
F -0.502 4.035 -1.314
F -0.621 3.165 0.691
O 2.540 3.177 -5.498
O 2.161 0.245 -3.852
O -2.389 -1.623 0.540
O 4.538 1.040 -3.813
O 0.885 4.137 -3.886
O -0.477 -1.097 1.543
N 2.740 2.593 -2.917
C 2.363 -0.928 4.175
C -4.427 -3.742 1.364
C 3.079 0.521 -1.574
C 2.995 6.148 -3.689
C 5.212 6.672 -2.863
C -1.328 -0.881 0.589
C 2.181 0.099 0.960
C 3.483 1.402 -0.573
C -5.328 -4.743 0.603
C -4.017 -2.849 -1.564
C 5.444 5.327 -2.553
C 3.988 7.084 -3.411
C -0.030 3.052 -0.541
C 1.056 -1.700 4.232
C 0.749 -2.558 2.985
C 4.492 4.382 -2.906
C -3.150 -4.476 1.759
C -1.106 0.385 -0.213
C -5.166 -3.252 2.607
C 2.558 -0.749 -1.273
C -0.593 -2.373 2.327
C 3.321 4.800 -3.523
C -5.224 -0.861 0.494
C 2.980 1.213 0.711
C 2.098 -0.931 0.028
H -6.263 -4.274 0.261
H -3.422 -3.756 -1.681
H -0.643 0.979 0.611
H -2.095 0.592 -0.702
H -5.183 -0.476 1.532
H -1.444 -2.284 3.026
H 0.228 -1.007 4.402
H 1.529 -2.430 2.234
H 4.120 2.248 -0.810
H 2.250 0.076 3.764
H -5.305 -4.080 3.309
H 3.129 -1.440 3.589
H -5.616 -5.596 1.249
H 4.665 3.335 -2.687
H -2.552 -4.789 0.895
H -5.030 -3.080 -1.903
H -3.434 -5.380 2.308
H 1.670 0.024 1.919
H -0.762 -3.196 1.620
H -2.509 -3.882 2.414
H -4.987 -0.030 -0.192
H -6.259 -1.182 0.255
H 6.352 4.959 -2.086
H -4.605 -2.475 3.126
H 5.990 7.406 -2.668
H -6.158 -2.862 2.370
H -4.814 -5.163 -0.277
H -3.610 -2.074 -2.221
H 0.794 -3.616 3.300
H 1.098 -2.427 5.053
H 2.013 6.445 -4.061
H 3.169 1.934 1.510
H 2.739 -0.786 5.186
H 2.487 -1.550 -2.009
H 1.655 -1.878 0.325
H 3.781 8.128 -3.630

Properties
* ΔE to the lowest compared entry with this formula, charge and spin: 330.81 kJ/mol
* HOMO energy: -0.27538 hartree

=====

Record 2
Here is 6 unconnected molecules or ions with the total composition C38H58N9O from OMol25. Energies are from wB97M-V/def2-TZVPD.

Cartesian coordinates (Å):
O -5.049 0.738 0.824
N -3.899 -2.681 1.737
N -2.075 -1.338 1.297
N 3.248 -3.984 -2.178
N 2.138 0.225 2.113
N -4.453 5.517 -4.803
N 6.831 -2.124 -0.177
N -2.352 -2.334 3.441
N 6.431 -5.020 -4.196
N 2.736 3.998 5.172
C -2.747 4.109 -4.841
C -6.785 4.279 -1.247
C 2.264 -3.464 -1.386
C -0.193 1.085 2.117
C 1.117 0.872 2.899
C 7.212 -7.086 -4.089
C 8.250 -6.227 -4.544
C -2.838 -0.061 1.089
C 1.078 -4.032 -1.770
C 1.690 4.791 4.781
C 2.949 0.812 1.188
C -2.761 -2.146 2.179
C 7.356 -3.059 -1.031
C -6.366 0.724 0.257
C 2.791 5.789 6.467
C 6.102 -6.314 -3.884
C 7.365 -2.288 1.072
C 2.459 -1.091 2.188
C 8.230 -3.833 -0.318
C -6.585 1.846 -0.746
C 1.698 5.912 5.566
C -4.293 -0.417 0.659
C 7.738 -4.960 -4.603
C -1.418 0.933 3.013
C 3.463 -1.375 1.311
C -4.747 3.508 0.023
C 2.707 -4.875 -3.066
C -2.749 0.916 2.262
C -3.088 5.435 -4.817
C 1.359 -4.931 -2.836
C -4.914 -1.616 1.406
C 3.411 4.599 6.199
C -5.904 1.570 -2.108
C -4.992 4.260 -4.820
C -3.957 3.362 -4.844
C -6.257 3.252 -0.213
C 8.236 -3.343 1.017
C 3.771 -0.141 0.679
H -7.584 3.839 -1.846
H -5.050 2.216 -2.284
H -2.999 -2.157 4.193
H -5.678 -2.074 0.784
H 3.936 -2.319 1.107
H 5.810 -4.234 -4.143
H -6.006 4.555 -1.957
H -4.055 2.289 -4.864
H 0.655 -5.547 -3.369
H 1.992 -1.801 2.850
H -0.198 0.375 1.293
H -7.177 5.171 -0.765
H 3.088 6.496 7.223
H 0.113 -3.830 -1.333
H -7.662 1.837 -0.933
H 1.001 6.730 5.503
H 4.222 -3.752 -2.109
H -6.596 -0.233 -0.220
H 7.080 -1.644 1.887
H -2.378 0.420 0.228
H -2.478 6.322 -4.812
H -4.226 -0.694 -0.401
H -6.058 4.113 -4.817
H 0.922 0.252 3.772
H -6.812 3.447 0.706
H -6.631 1.711 -2.905
H 1.486 1.836 3.246
H -5.415 -1.290 2.319
H -1.301 0.064 3.659
H 2.913 1.854 0.921
H -0.175 2.088 1.686
H -2.059 -1.811 0.396
H -4.441 4.436 -0.450
H -5.622 0.518 -2.161
H -1.744 3.718 -4.859
H 8.802 -4.657 -0.710
H 5.115 -6.572 -3.544
H 4.532 0.023 -0.066
H 7.069 -3.096 -2.068
H 7.275 -8.149 -3.931
H 9.257 -6.510 -4.801
H -4.541 3.576 1.090
H -2.963 1.919 1.903
H 6.158 -1.425 -0.430
H 2.977 3.114 4.766
H -1.429 -2.658 3.685
H 1.034 4.495 3.979
H 8.187 -4.028 -4.898
H -3.550 0.685 2.972
H -7.076 0.841 1.080
H -4.979 6.370 -4.785
H -4.258 -3.386 2.375
H 3.322 -5.393 -3.779
H -4.144 2.698 -0.376
H 4.269 4.131 6.649
H 8.817 -3.722 1.841
H -1.448 1.793 3.686
H 2.494 -2.740 -0.625

Properties
* HOMO energy: -0.35214 hartree
* net charge: +1

=====

Record 3
Here is a molecular structure, C21H43N2OsP3S from OMol25. Energies are from wB97M-V/def2-TZVPD.

Cartesian coordinates (Å):
Os 0.236 -1.448 1.057
S 0.096 0.839 -1.541
P 0.683 -0.706 3.085
P -1.552 1.240 -2.847
P 0.583 -3.015 -0.368
N -3.684 -0.403 1.449
N -1.544 -0.230 0.993
C -0.869 1.014 -4.504
C -1.843 2.994 -2.609
C 4.051 2.844 -2.926
C 0.399 -4.152 1.040
C 1.754 3.012 -2.162
C -0.758 -2.941 -1.554
C -0.528 -1.811 3.914
C 2.687 0.839 -2.733
C -4.911 -1.103 1.713
C 1.998 3.214 1.462
C 2.256 -3.072 -1.034
C -3.009 0.204 -2.631
C -2.022 1.066 1.256
C -3.360 0.954 1.538
C 2.999 3.615 -2.409
C -2.563 -1.054 1.097
C 3.895 1.461 -3.097
C 2.979 2.318 1.364
C 1.628 1.611 -2.200
C 2.219 -1.305 3.893
C 0.488 0.877 3.996
H 1.569 -2.094 1.435
H 3.045 -0.656 3.574
H 1.043 -3.795 1.853
H 2.393 -2.287 -1.791
H -4.084 1.709 1.797
H -2.088 3.194 -1.568
H 3.194 1.732 2.253
H -1.475 -1.277 4.085
H -1.715 -2.769 -1.044
H -4.817 -2.110 1.299
H 2.480 -0.214 -2.917
H 4.694 0.847 -3.517
H 2.958 -2.876 -0.216
H -5.754 -0.598 1.240
H -0.607 -2.099 -2.240
H -0.623 -4.160 1.415
H 1.375 3.457 0.587
H 0.004 -2.026 4.843
H -3.640 0.555 -1.810
H -0.825 -3.861 -2.115
H 4.977 3.319 -3.226
H -0.135 0.195 -4.494
H -3.632 0.224 -3.538
H 3.055 1.779 0.474
H -0.371 1.938 -4.829
H -2.757 -0.843 -2.431
H 2.348 -2.343 3.567
H 1.410 3.331 2.402
H -5.100 -1.194 2.788
H 0.869 3.601 -1.949
H -0.683 -2.729 3.317
H -0.483 1.358 3.794
H 2.443 -4.055 -1.455
H 1.319 1.559 3.747
H -2.664 3.341 -3.244
H 0.744 -5.129 0.732
H -0.942 3.545 -2.881
H 1.984 -1.226 4.959
H 0.541 0.559 5.053
H 3.115 4.688 -2.244
H -2.476 -2.142 1.018
H -1.327 1.909 1.250
H -1.672 0.780 -5.214

Properties
* ΔE to the lowest compared entry with this formula, charge and spin: 217.98 kJ/mol
* multiplicity: 5
* HOMO energy (alpha / beta): -0.70487 / -0.73663 hartree
* net charge: +4

=====

Record 4
Here is 4 unconnected molecules or ions with the total composition C22H44BN5O5 from OMol25. Energies are from wB97M-V/def2-TZVPD.

Cartesian coordinates (Å):
O -5.912 -2.684 -0.502
O 5.285 -0.757 2.880
O -2.770 1.549 -0.137
O 4.047 2.859 -2.273
O 5.559 -0.310 0.408
N -1.687 1.384 2.521
N 5.905 4.987 -1.759
N -4.902 -0.443 -1.980
N 1.558 -2.709 -0.269
N 2.401 -1.343 2.487
C -5.761 -2.009 -3.639
C 6.692 -1.266 0.330
C -4.825 -2.862 -1.407
C -0.724 -3.231 0.804
C -3.202 -3.849 1.945
C 1.123 -1.957 2.258
C -7.149 -3.207 -0.960
C -2.623 2.808 -0.774
C 2.829 -2.126 0.019
C -0.054 2.624 1.203
C -0.789 1.296 1.362
C -1.544 0.855 0.091
C 4.662 4.900 -0.981
C 3.269 -1.451 1.352
C -1.337 -2.510 3.381
C 0.737 -2.616 0.909
C 4.983 4.356 0.408
C -4.746 -1.798 -2.520
C 0.095 -1.919 3.468
C 4.089 1.783 -1.349
C 3.581 4.088 -1.725
C -1.718 -3.199 1.992
B 4.772 -0.810 1.513
H 6.209 -2.318 0.363
H 0.506 2.652 0.263
H -2.106 0.469 2.679
H -0.727 3.483 1.227
H -7.686 -2.451 -1.537
H -5.498 -1.402 -4.510
H 3.274 1.832 -0.621
H 5.054 1.763 -0.841
H -1.823 -0.197 0.217
H 5.544 5.096 0.985
H -3.921 -2.773 -0.796
H -3.750 -1.872 -2.973
H -2.479 1.967 2.246
H 3.607 -2.139 -0.836
H -7.758 -3.446 -0.086
H 5.594 3.452 0.374
H 7.264 -1.061 -0.636
H -3.552 3.026 -1.305
H -1.104 -3.737 -0.163
H -5.781 -3.055 -3.959
H -4.162 -0.278 -1.299
H -7.019 -4.117 -1.551
H -6.773 -1.721 -3.348
H -3.096 -4.872 2.466
H 5.701 5.435 -2.650
H 4.067 4.130 0.962
H -3.523 -4.012 0.862
H 3.247 4.682 -2.583
H -4.824 -3.878 -1.818
H 7.352 -1.189 1.272
H 5.079 -1.653 3.257
H -0.901 0.901 -0.796
H -2.042 -2.457 4.275
H -5.753 -0.437 -1.415
H 3.995 0.851 -1.911
H 2.697 3.925 -1.098
H -1.802 2.811 -1.496
H 4.272 5.916 -0.846
H -0.032 0.533 1.574
H -2.479 3.591 -0.028
H 6.163 4.034 -2.022
H 0.412 -1.436 4.461
H -3.950 -3.242 2.570
H 0.663 2.760 2.018

Properties
* ΔE to the lowest compared entry with this formula, charge and spin: 611.07 kJ/mol
* structure (SMILES): COB(O)c1cnc2cc(C)ccc2n1.COC[C@@H](C)N.COC[C@@H](C)N.COC[C@@H](C)N
* HOMO energy: -0.32407 hartree

=====

Record 5
Here is C7H13NO in the gas phase from OMol25. Energies are from wB97M-V/def2-TZVPD.

Cartesian coordinates (Å):
O 0.201 -1.590 0.132
N -0.832 -0.784 -1.818
C 1.412 0.783 -0.690
C -2.060 -0.423 0.209
C -0.359 1.952 0.562
C 0.693 -1.487 1.449
C 0.157 0.817 -0.284
C 2.604 0.880 -1.195
C -0.674 -0.440 -0.433
H -1.159 2.485 0.037
H -0.748 1.602 1.522
H -2.672 0.399 -0.180
H -2.590 -1.365 0.029
H 0.770 -2.495 1.874
H 0.067 -0.890 2.123
H 2.898 1.773 -1.735
H 1.696 -1.046 1.452
H -1.998 -0.309 1.295
H 0.097 -0.923 -2.209
H 0.438 2.670 0.783
H 3.335 0.092 -1.058
H -1.277 -1.697 -1.867

Properties
* ΔE to the lowest compared entry with this formula, charge and spin: 300.07 kJ/mol
* structure (SMILES): C=C=C(C)[C@@](C)(N)OC
* HOMO energy: -0.30869 hartree

=====

Record 6
Here is H2I2NP in the gas phase from OMol25. Energies are from wB97M-V/def2-TZVPD.

Cartesian coordinates (Å):
I -2.477 -0.612 -0.620
I 1.266 -1.341 -1.478
P -0.322 0.445 -0.869
N 0.103 0.609 0.849
H 0.439 -0.351 1.229
H 0.991 1.250 0.888

Properties
* ΔE to the lowest compared entry with this formula, charge and spin: 12.83 kJ/mol
* structure (SMILES): NP(I)I
* HOMO energy: -0.33989 hartree